Here is 5 unconnected molecules or ions with the total composition C42H74BF12N2O10S at a distorted geometry from OMol25. Energies are from ωB97M-V/def2-TZVPD.

The HOMO-LUMO gap comes out at 9.635 eV. The calculation puts the energy relative to the best compared isomer or geometry (same formula, charge and spin) at 0.000 eV. The value obtained for the molar mass is 1037.9 g mol⁻¹. The value obtained for the electronic energy is -112328.7429 eV. As for the charge: +1.

Each line ends with the Löwdin charge.
Geometry (Å):
C1 -8.87933 -5.72494 -0.76406  -0.111
C2 -7.46501 -5.61956 -1.35719  -0.265
C3 -7.22295 -6.77914 -2.33266  -0.240
C4 -5.73869 -7.10596 -2.53864  -0.209
C5 -5.12546 -7.81422 -1.30332  -0.212
C6 -4.00642 -6.98132 -0.68008  -0.226
C7 -3.40320 -7.60359 0.59524  -0.196
C8 -2.90645 -6.56118 1.61217  -0.192
C9 -1.39193 -6.61747 1.92178  -0.202
C10 -0.69576 -5.27678 1.66104  -0.212
C11 0.70223 -5.21829 2.30568  -0.189
C12 1.79514 -4.49887 1.49249  -0.175
C13 1.25809 -3.31976 0.67610  -0.193
C14 2.31600 -2.27355 0.29751  -0.136
C15 1.67907 -0.88263 0.14815  -0.232
C16 1.85210 0.02982 1.38181  -0.136
B1 1.74774 -0.74030 2.76040  -0.630
O1 2.90927 -1.32287 3.27914  0.151
O2 0.56153 -0.84032 3.39850  0.064
C17 0.47451 -1.66710 4.56599  -0.029
C18 3.13599 0.83496 1.22405  -0.112
C19 3.07131 1.74552 0.00111  -0.091
N1 2.04996 1.31003 -1.01741  -0.080
C20 2.27700 2.08116 -2.29473  -0.374
S1 0.85047 3.09992 -2.74506  0.927
C21 0.70766 4.20568 -1.30058  -0.487
C22 -0.74997 4.62601 -1.07508  -0.146
C23 2.14685 -0.18710 -1.15562  -0.198
C24 1.39815 -0.76608 -2.36498  -0.083
C25 0.04771 -0.17483 -2.72031  -0.432
C26 -1.05343 -0.01329 -1.69540  -0.017
N2 -0.10748 0.13857 -3.94494  0.150
H1 -9.19118 -4.80430 -0.27862  0.065
H2 -9.56884 -5.99767 -1.56282  0.071
H3 -8.88313 -6.55093 -0.05257  0.072
H4 -6.72701 -5.71064 -0.55888  0.091
H5 -7.35458 -4.66952 -1.87932  0.105
H6 -7.71234 -6.55732 -3.28336  0.109
H7 -7.70783 -7.67387 -1.93264  0.108
H8 -5.19435 -6.18578 -2.76093  0.105
H9 -5.67825 -7.76321 -3.40639  0.102
H10 -5.91374 -7.96210 -0.56322  0.107
H11 -4.74598 -8.77581 -1.64657  0.112
H12 -3.21055 -6.90848 -1.42765  0.113
H13 -4.38454 -5.97247 -0.50778  0.096
H14 -2.59490 -8.25994 0.27029  0.103
H15 -4.15754 -8.26279 1.02865  0.105
H16 -3.15749 -5.56243 1.25021  0.093
H17 -3.46619 -6.68801 2.53969  0.106
H18 -0.95140 -7.36883 1.26350  0.105
H19 -1.23040 -6.94871 2.94749  0.111
H20 -1.32303 -4.51613 2.13204  0.109
H21 -0.68330 -5.12888 0.58186  0.108
H22 1.01707 -6.24345 2.50370  0.091
H23 0.60068 -4.75620 3.28904  0.099
H24 2.51766 -4.08471 2.19745  0.107
H25 2.27713 -5.22312 0.83589  0.118
H26 0.73166 -3.64424 -0.22213  0.113
H27 0.49575 -2.82444 1.29051  0.114
H28 2.71078 -2.55120 -0.68574  0.118
H29 3.16901 -2.27718 0.97421  0.119
H30 0.60613 -1.03281 0.03891  0.117
H31 1.01700 0.74756 1.35949  0.147
H32 3.24949 -0.80901 4.01676  0.117
H33 -0.56530 -1.67288 4.87826  0.098
H34 1.08434 -1.27700 5.37826  0.095
H35 0.78420 -2.68656 4.34982  0.083
H36 3.98981 0.15882 1.17996  0.138
H37 3.28791 1.45869 2.09696  0.095
H38 4.03965 1.72879 -0.49525  0.142
H39 2.88185 2.77290 0.30181  0.122
H40 1.11080 1.52551 -0.68163  0.131
H41 3.10171 2.77222 -2.14454  0.094
H42 2.54065 1.42683 -3.11729  0.096
H43 1.37772 5.05312 -1.42932  0.082
H44 1.05830 3.69013 -0.40619  0.051
H45 -1.01775 4.42230 -0.03815  0.075
H46 -1.44908 4.05742 -1.68338  0.054
H47 -0.88883 5.69366 -1.21623  0.078
H48 3.20645 -0.41978 -1.27536  0.166
H49 1.27360 -1.84135 -2.22723  0.134
H50 2.01435 -0.65371 -3.25562  0.116
H51 -2.01142 0.06756 -2.20275  0.089
H52 -0.89523 0.86681 -1.06863  0.073
H53 -1.11912 -0.89339 -1.05531  0.082
H54 -1.04289 0.50765 -4.11061  0.062
C27 0.75968 4.14119 6.77647  -0.057
C28 2.07458 4.88702 6.73967  -0.180
O3 3.05541 4.18654 5.93755  0.043
C29 2.96098 4.34007 4.63401  -0.412
O4 2.15970 4.98707 4.02847  0.172
C30 4.09978 3.56833 3.94435  -0.541
F1 4.22553 2.32521 4.42635  0.164
F2 5.26258 4.18728 4.10423  0.195
F3 3.86206 3.46585 2.63083  0.142
H55 0.91050 3.11948 7.12640  0.083
H56 0.06457 4.64319 7.44732  0.088
H57 0.30686 4.09091 5.78662  0.076
H58 2.51033 4.94663 7.73354  0.129
H59 1.95530 5.90285 6.36663  0.129
C31 -1.57082 4.96366 -4.51099  -0.080
C32 -1.48385 5.40211 -5.95641  -0.183
O5 -2.09774 6.68919 -6.14934  0.042
C33 -1.36546 7.73289 -5.79303  -0.397
O6 -0.26671 7.70895 -5.32495  0.169
C34 -2.12623 9.03325 -6.10572  -0.552
F4 -3.39291 8.96689 -5.69562  0.177
F5 -2.12685 9.25968 -7.41949  0.183
F6 -1.54428 10.06362 -5.50329  0.157
H60 -2.60721 4.97212 -4.16955  0.092
H61 -1.17164 3.95732 -4.40123  0.035
H62 -1.00578 5.63605 -3.86520  0.068
H63 -2.03289 4.71855 -6.59952  0.129
H64 -0.45223 5.42843 -6.30513  0.130
C35 0.48553 11.99782 -5.18846  -0.068
C36 1.11253 13.28843 -4.70799  -0.187
O7 2.53015 13.31952 -4.97220  0.034
C37 2.88296 13.63443 -6.20854  -0.405
O8 2.15641 13.89601 -7.11815  0.175
C38 4.41891 13.65808 -6.31459  -0.560
F7 4.96076 12.58245 -5.73715  0.166
F8 4.90194 14.74367 -5.70369  0.172
F9 4.80076 13.68635 -7.58188  0.180
H65 0.99780 11.14036 -4.75075  0.088
H66 -0.55944 11.97204 -4.90586  0.068
H67 0.55767 11.91039 -6.27192  0.083
H68 1.02111 13.37931 -3.62780  0.125
H69 0.63482 14.15943 -5.15491  0.127
C39 2.40248 -8.56311 7.81367  -0.058
C40 3.52177 -8.23744 6.84954  -0.192
O9 3.42076 -9.02067 5.64251  0.040
C41 2.55526 -8.59685 4.74068  -0.404
O10 1.85160 -7.63297 4.80942  0.159
C42 2.59601 -9.51908 3.50824  -0.560
F10 2.57888 -10.80230 3.85930  0.179
F11 3.71158 -9.29017 2.80779  0.171
F12 1.55497 -9.28490 2.71928  0.170
H70 2.38282 -9.63192 8.02651  0.086
H71 2.54281 -8.02081 8.74782  0.084
H72 1.43324 -8.28971 7.39813  0.077
H73 4.48562 -8.49876 7.27970  0.126
H74 3.54484 -7.17761 6.59856  0.124

Forces on the atoms, in the same order (eV/Å):
C 0.6 -0.2 -0.3
C -0.5 -0.6 -0.1
C 0.2 0.2 0.1
C -0.6 -0.2 0.1
C 0.1 0.7 -0.6
C 0.2 -0.6 -0.1
C -0.4 0.2 -0.5
C 0.2 -0.3 0.2
C -0.4 0.1 -0.4
C -0.1 -0.5 0.7
C -0.1 -0.2 -0.4
C -0.5 0.1 0.0
C 0.1 0.3 0.7
C -0.2 -0.2 -1.0
C -0.3 0.4 0.3
C -0.5 0.3 -0.4
B 0.4 -0.3 0.1
O -0.3 0.5 -0.2
O 0.1 0.0 -0.1
C -0.3 0.0 0.1
C -0.2 -0.3 0.3
C 0.6 -0.2 0.5
N 0.8 -0.2 -0.1
C -0.4 1.1 -0.1
S -0.1 -0.5 0.0
C 0.3 0.0 0.1
C 0.1 0.0 0.4
C -0.2 -1.2 0.3
C 0.2 0.5 -0.3
C -0.4 0.2 -0.6
C 0.2 -0.6 -0.1
N 0.3 0.0 0.4
H -0.1 0.0 0.1
H -0.2 0.2 0.0
H -0.2 0.1 0.2
H 0.1 0.4 0.1
H 0.3 0.1 0.1
H 0.0 0.0 -0.1
H -0.1 -0.1 0.0
H 0.1 0.0 -0.1
H 0.2 0.1 -0.1
H 0.0 -0.3 0.1
H 0.0 -0.2 0.4
H 0.0 0.3 0.0
H 0.0 0.1 0.2
H 0.1 -0.1 0.2
H 0.0 0.1 0.2
H 0.0 0.0 -0.1
H 0.0 0.1 0.1
H 0.2 -0.1 0.2
H 0.1 0.0 0.1
H 0.0 0.3 -0.3
H 0.0 0.2 0.0
H 0.2 0.0 0.0
H 0.0 0.1 0.0
H 0.3 -0.2 -0.1
H 0.3 0.1 0.0
H 0.0 0.0 0.0
H 0.0 0.0 0.0
H 0.2 -0.1 0.1
H -0.1 0.1 0.2
H -0.1 -0.1 0.0
H -0.1 0.0 0.1
H 0.2 -0.3 0.3
H 0.0 0.0 0.0
H 0.1 0.1 0.0
H 0.1 0.0 -0.1
H 0.0 0.0 -0.1
H 0.1 0.0 0.0
H -0.1 0.1 -0.3
H -0.3 0.1 -0.2
H 0.0 0.1 0.0
H 0.2 -0.2 0.2
H -0.3 -0.2 0.0
H -0.1 0.1 -0.1
H 0.0 -0.1 -0.1
H 0.0 0.0 0.0
H 0.0 0.1 -0.2
H -0.1 0.0 -0.3
H 0.1 0.3 -0.1
H 0.1 0.0 0.3
H -0.1 -0.1 -0.1
H 0.0 0.3 0.0
H -0.1 0.0 0.1
H 0.0 0.0 0.1
H -0.1 -0.1 0.0
C 0.1 -0.2 -0.2
C -0.3 0.2 0.4
O 0.1 0.0 0.0
C -0.1 0.1 0.3
O 0.0 0.0 -0.2
C 0.2 -0.1 -0.1
F -0.1 -0.1 0.0
F 0.1 0.1 0.0
F 0.0 0.2 -0.1
H 0.0 0.0 0.1
H 0.0 0.0 0.0
H 0.0 0.1 0.0
H 0.2 -0.1 -0.1
H 0.0 -0.1 -0.2
C -0.1 0.3 0.1
C 0.1 -0.5 0.0
O 0.0 0.1 -0.1
C 0.0 -0.2 -0.1
O 0.1 0.1 0.1
C -0.1 0.2 0.0
F -0.1 -0.1 0.1
F 0.1 0.0 -0.2
F 0.0 -0.1 0.0
H 0.0 -0.1 -0.1
H 0.0 0.0 -0.1
H 0.1 0.0 -0.1
H -0.1 0.1 0.0
H 0.0 0.2 0.0
C 0.5 0.1 -0.1
C -0.4 -0.1 0.2
O 0.1 0.0 0.1
C -0.2 0.0 0.2
O 0.0 0.0 -0.2
C 0.1 0.0 -0.1
F 0.0 -0.1 0.1
F 0.0 0.1 0.1
F 0.0 0.0 -0.2
H -0.1 0.0 0.1
H -0.1 0.1 0.1
H -0.1 0.0 0.0
H 0.2 0.0 0.0
H 0.1 0.0 -0.1
C -0.2 -0.1 -0.2
C 0.1 0.2 0.5
O 0.1 -0.1 -0.1
C 0.1 0.0 0.2
O -0.1 0.1 -0.1
C -0.1 -0.1 0.0
F 0.0 -0.1 0.1
F 0.2 0.1 -0.1
F -0.1 0.1 -0.1
H 0.1 0.0 0.1
H 0.0 0.0 0.0
H 0.0 0.1 0.0
H 0.0 -0.1 -0.1
H -0.1 0.0 -0.1